Entry 1:
{"formula": "C29H34BrCrN2P2", "method": "wB97M-V/def2-TZVPD", "homo_lumo_gap_ev": [7.30, 7.63], "de_lowest_ev": 0.1921, "spin_multiplicity": 2, "charge": 2, "species": ["Cr", "N", "C", "C", "C", "N", "H", "H", "H", "H", "H", "H", "H", "H", "H", "H", "C", "C", "P", "C", "C", "C", "C", "C", "C", "C", "C", "C", "C", "C", "C", "P", "C", "C", "C", "C", "C", "C", "C", "C", "C", "C", "C", "C", "H", "H", "H", "H", "H", "H", "H", "H", "H", "H", "H", "H", "H", "H", "H", "H", "H", "H", "H", "H", "H", "H", "H", "H", "Br"], "xyz": [[-1.0519, 0.7853, -0.1773], [-0.4038, 2.6722, -1.0293], [-1.2064, 3.7161, -0.3205], [-2.6258, 3.8033, -0.8666], [-3.4877, 2.5809, -0.5882], [-2.9059, 1.3613, -1.2130], [0.5843, 2.8438, -0.8424], [-0.5112, 2.8256, -2.0301], [-0.7305, 4.6906, -0.4345], [-1.2128, 3.4763, 0.7481], [-2.5839, 3.9905, -1.9459], [-3.1139, 4.6686, -0.4184], [-4.4972, 2.7613, -0.9601], [-3.5609, 2.4100, 0.4859], [-2.8509, 1.5180, -2.2174], [-3.5581, 0.5900, -1.0989], [1.0513, -1.3401, -1.5047], [1.9836, -0.9099, -0.3655], [1.2445, 0.5470, 0.5162], [1.4522, 0.3074, 2.2946], [0.5628, 0.9630, 3.1481], [0.6835, 0.8204, 4.5207], [1.6953, 0.0257, 5.0424], [2.5930, -0.6117, 4.1965], [2.4762, -0.4754, 2.8228], [2.3957, 1.8886, 0.0752], [2.7361, 2.0639, -1.2720], [3.6350, 3.0505, -1.6407], [4.1920, 3.8768, -0.6715], [3.8349, 3.7260, 0.6595], [2.9357, 2.7373, 1.0375], [-0.6315, -1.4745, -0.7613], [-1.7738, -2.0061, -2.0503], [-1.7921, -1.2671, -3.2375], [-2.6545, -1.6207, -4.2601], [-3.5102, -2.7034, -4.0968], [-3.5162, -3.4189, -2.9084], [-2.6545, -3.0713, -1.8779], [-0.3702, -2.8390, 0.4035], [-0.3525, -2.6760, 1.7852], [-0.0002, -3.7420, 2.6009], [0.3305, -4.9677, 2.0446], [0.3159, -5.1327, 0.6647], [-0.0259, -4.0740, -0.1575], [1.3473, -2.3024, -1.9231], [1.0355, -0.6062, -2.3161], [2.9751, -0.6538, -0.7326], [2.0810, -1.7304, 0.3462], [-0.2245, 1.5824, 2.7367], [-0.0090, 1.3228, 5.1829], [1.7876, -0.0913, 6.1140], [3.3927, -1.2131, 4.6080], [3.1799, -0.9765, 2.1692], [2.3124, 1.4158, -2.0334], [3.9091, 3.1698, -2.6806], [4.9092, 4.6327, -0.9617], [4.2621, 4.3762, 1.4113], [2.6712, 2.6163, 2.0806], [-1.1077, -0.4326, -3.3693], [-2.6578, -1.0636, -5.1877], [-4.1732, -2.9889, -4.9024], [-4.1920, -4.2535, -2.7804], [-2.6747, -3.6245, -0.9487], [-0.6104, -1.7277, 2.2336], [0.0122, -3.6110, 3.6748], [0.5996, -5.7980, 2.6837], [0.5740, -6.0878, 0.2271], [-0.0246, -4.2119, -1.2321], [-2.4953, -0.1127, 1.5002]], "atomic_forces_ev_per_a": [[-1.35, -0.04, -0.18], [0.02, -0.27, 0.39], [-0.31, 0.12, -0.03], [0.05, -0.22, 0.03], [-0.03, 0.29, -0.01], [0.29, 0.00, 0.23], [0.01, -0.01, -0.03], [-0.06, -0.15, -0.05], [0.14, -0.07, 0.04], [0.02, 0.00, -0.01], [-0.02, 0.07, 0.01], [0.02, 0.03, -0.03], [0.01, -0.09, -0.03], [-0.01, -0.07, -0.01], [0.09, -0.08, -0.04], [0.04, -0.09, 0.04], [-0.14, 0.08, 0.06], [-0.25, 0.04, -0.01], [0.65, -0.23, 0.32], [-0.22, 0.07, -0.07], [0.11, -0.05, -0.05], [0.01, 0.01, 0.03], [-0.02, 0.03, 0.02], [0.09, -0.05, 0.01], [-0.03, 0.00, -0.09], [-0.15, 0.02, -0.07], [0.04, 0.00, 0.09], [-0.01, -0.01, -0.07], [0.00, -0.01, -0.02], [0.02, 0.06, 0.01], [-0.07, -0.03, 0.02], [0.39, -0.17, -0.11], [0.02, 0.16, 0.10], [0.05, -0.06, 0.06], [0.00, 0.07, -0.06], [-0.02, -0.02, 0.00], [-0.02, -0.01, 0.00], [-0.02, 0.09, 0.03], [-0.10, 0.19, -0.01], [0.03, 0.03, 0.02], [0.01, -0.04, 0.03], [-0.02, 0.03, 0.01], [0.01, -0.04, -0.05], [0.00, 0.03, 0.01], [-0.01, 0.01, -0.06], [0.04, -0.03, -0.01], [0.03, 0.01, 0.01], [0.02, 0.02, 0.04], [-0.05, 0.00, 0.05], [0.00, 0.00, -0.01], [0.01, 0.00, -0.01], [-0.02, -0.01, 0.00], [0.03, 0.00, 0.05], [0.05, -0.02, -0.03], [0.01, 0.00, 0.01], [-0.02, 0.02, 0.03], [0.01, -0.02, 0.00], [0.04, 0.00, 0.00], [-0.01, -0.02, -0.08], [0.02, -0.01, 0.00], [-0.01, 0.01, 0.01], [0.00, 0.00, -0.01], [0.04, -0.03, 0.01], [0.07, -0.07, 0.00], [-0.01, 0.00, -0.01], [0.00, 0.00, 0.00], [-0.01, 0.00, 0.01], [-0.02, -0.02, -0.02], [0.55, 0.55, -0.47]], "lowdin_spin": [1.09, 0.00, 0.00, 0.00, 0.00, 0.00, 0.00, 0.00, 0.00, 0.00, 0.00, 0.00, 0.00, 0.00, 0.00, 0.00, 0.00, 0.00, -0.01, 0.00, 0.00, 0.00, 0.00, 0.00, 0.00, 0.00, 0.00, 0.00, 0.00, 0.00, 0.00, -0.04, -0.01, 0.00, 0.00, 0.00, 0.00, 0.00, 0.00, 0.00, 0.00, 0.00, 0.00, 0.00, 0.00, 0.00, 0.00, 0.00, 0.00, 0.00, 0.00, 0.00, 0.00, 0.00, 0.00, 0.00, 0.00, 0.00, 0.00, 0.00, 0.00, 0.00, 0.00, 0.00, 0.00, 0.00, 0.00, 0.00, 0.00]}



Entry 2:
{"formula": "C29H34N5O3SW", "method": "wB97M-V/def2-TZVPD", "homo_lumo_gap_ev": 6.54, "de_lowest_ev": 0.8757, "charge": 3, "species": ["W", "C", "N", "C", "C", "C", "N", "C", "C", "C", "C", "C", "C", "C", "O", "C", "C", "C", "N", "C", "C", "C", "C", "C", "C", "C", "O", "H", "H", "H", "H", "H", "H", "H", "H", "H", "H", "H", "H", "H", "H", "H", "H", "H", "H", "H", "H", "H", "H", "H", "H", "H", "O", "N", "C", "C", "C", "C", "C", "S", "H", "H", "H", "H", "C", "C", "C", "N", "H", "H", "H", "H", "H"], "xyz": [[-0.0391, 0.6393, 0.0101], [-2.3231, 2.2732, 1.2638], [-2.1856, 0.7988, 0.9678], [-2.5767, 0.0900, 2.2755], [-1.5149, -0.5736, 3.1084], [-0.3163, 0.2785, 3.3837], [0.4521, 0.7259, 2.1770], [1.5781, 1.2664, 2.5365], [2.4054, 2.1594, 1.7875], [3.6424, 2.6024, 2.2791], [4.2712, 3.6694, 1.6760], [3.6509, 4.3461, 0.6183], [2.4152, 3.9500, 0.1373], [1.8192, 2.8404, 0.7138], [0.6247, 2.3945, 0.2726], [-3.3052, 0.4330, 0.0233], [-3.1540, -0.9566, -0.5524], [-2.1594, -1.0669, -1.6899], [-0.7416, -0.9948, -1.2591], [0.0246, -1.9219, -1.7365], [1.4151, -2.1327, -1.4745], [2.0986, -3.1402, -2.1679], [3.4370, -3.3733, -1.9193], [4.1072, -2.6137, -0.9615], [3.4489, -1.6228, -0.2442], [2.1173, -1.3960, -0.5169], [1.4407, -0.4515, 0.2003], [-3.3476, 2.4641, 1.5821], [-2.1052, 2.8691, 0.3866], [-1.6444, 2.5463, 2.0687], [-3.3251, -0.6552, 2.0247], [-3.0790, 0.8509, 2.8717], [-1.2267, -1.5340, 2.7042], [-1.9861, -0.7687, 4.0751], [0.3820, -0.2748, 4.0121], [-0.6096, 1.1811, 3.9250], [1.8809, 1.1167, 3.5726], [4.0869, 2.1141, 3.1378], [5.2312, 4.0091, 2.0387], [4.1443, 5.2007, 0.1745], [1.9222, 4.4751, -0.6692], [-3.3641, 1.1803, -0.7605], [-4.2284, 0.5098, 0.5985], [-4.1257, -1.2583, -0.9476], [-2.9014, -1.6823, 0.2253], [-2.3356, -0.2851, -2.4312], [-2.3041, -2.0245, -2.1882], [-0.4286, -2.6391, -2.4186], [1.5695, -3.7293, -2.9072], [3.9638, -4.1447, -2.4632], [5.1552, -2.7995, -0.7668], [3.9581, -1.0346, 0.5072], [-1.2364, 1.6216, -1.2344], [-0.9349, 2.1758, -2.4329], [-1.9076, 2.9006, -3.0366], [-1.6406, 3.4977, -4.2349], [-0.3671, 3.3506, -4.7984], [0.5975, 2.6093, -4.1524], [0.2963, 2.0007, -2.9335], [1.3673, 1.0203, -2.0214], [-2.8471, 2.9601, -2.5082], [-2.4121, 4.0754, -4.7228], [-0.1382, 3.8220, -5.7451], [1.5862, 2.4801, -4.5695], [-1.7087, -5.8172, 1.4817], [-0.2989, -5.2184, 1.5228], [-0.3064, -3.7673, 1.3131], [-0.3236, -2.6283, 1.1466], [-1.6470, -6.8860, 1.6723], [-2.1716, -5.6730, 0.5067], [-2.3461, -5.3744, 2.2450], [0.3425, -5.6558, 0.7557], [0.1814, -5.4041, 2.4850]], "atomic_forces_ev_per_a": [[0.06, 0.95, -0.30], [0.07, -0.01, 0.06], [0.00, -0.14, 0.04], [-0.02, -0.05, -0.01], [0.01, -0.02, 0.02], [0.04, -0.09, -0.01], [-0.03, 0.17, 0.08], [0.05, 0.02, -0.03], [-0.04, 0.00, 0.07], [0.02, 0.00, 0.01], [-0.01, 0.01, -0.02], [0.02, -0.02, 0.02], [0.03, 0.00, -0.03], [-0.03, 0.00, -0.02], [0.06, 0.01, -0.05], [-0.01, 0.12, -0.02], [-0.05, -0.05, 0.03], [0.05, 0.05, -0.11], [-0.05, -0.14, 0.43], [0.04, -0.09, 0.06], [-0.08, 0.01, -0.07], [0.04, -0.04, -0.02], [-0.03, 0.01, 0.01], [-0.01, 0.00, 0.00], [0.05, 0.01, 0.01], [0.05, 0.12, 0.05], [-0.28, -0.30, 0.12], [0.00, 0.00, 0.00], [0.00, 0.00, -0.01], [0.00, 0.00, 0.01], [0.04, -0.03, 0.01], [-0.04, 0.00, -0.03], [0.04, 0.01, -0.09], [0.01, -0.05, 0.00], [-0.02, 0.01, 0.03], [0.00, 0.01, -0.01], [0.01, 0.00, 0.00], [0.00, 0.00, 0.00], [0.00, 0.00, 0.00], [0.00, 0.00, 0.00], [0.00, 0.00, 0.01], [0.01, -0.01, -0.03], [0.00, 0.03, 0.01], [0.00, 0.01, -0.01], [0.00, -0.01, -0.01], [-0.01, 0.02, 0.01], [0.02, 0.01, -0.02], [0.00, 0.00, 0.00], [0.00, 0.00, 0.00], [0.00, 0.00, 0.00], [0.00, 0.00, 0.00], [0.00, -0.01, 0.00], [-0.10, -0.17, -0.11], [0.01, 0.13, 0.05], [0.01, 0.00, 0.00], [-0.01, -0.01, 0.01], [0.01, 0.00, 0.00], [0.01, 0.01, -0.02], [0.01, 0.04, 0.04], [0.01, -0.21, -0.09], [0.00, 0.01, 0.00], [0.00, 0.00, 0.00], [0.00, -0.01, 0.00], [0.00, 0.00, 0.00], [0.00, -0.01, 0.00], [-0.01, 0.09, 0.02], [0.04, -0.08, 0.01], [0.04, -0.30, -0.10], [0.00, 0.00, -0.01], [0.00, 0.01, 0.00], [0.00, 0.00, 0.00], [0.00, -0.01, 0.00], [0.00, 0.00, 0.00]], "mulliken_charge": [2.63, -1.34, -0.54, -0.94, -0.70, -1.18, -0.44, -0.06, 0.41, -0.84, -0.80, -0.63, -0.69, 0.55, -0.54, -0.83, -0.81, -0.88, 0.06, -0.22, 1.37, -1.06, -0.95, -0.69, -1.02, 0.35, 0.80, 0.65, 0.15, 0.39, 0.56, 0.46, -0.09, 0.54, 0.63, 0.50, 0.59, 0.51, 0.47, 0.48, 0.54, 0.42, 0.69, 0.56, 0.20, 0.00, 0.87, 0.48, 0.55, 0.50, 0.51, 0.57, -0.08, 0.06, -0.33, -0.87, -0.26, -0.98, 0.88, -0.22, 0.52, 0.47, 0.46, 0.54, -1.14, -0.46, 0.47, -0.45, 0.37, 0.33, 0.33, 0.29, 0.31]}



Entry 3:
{"formula": "C29H34N7PdSSi", "method": "wB97M-V/def2-TZVPD", "homo_lumo_gap_ev": [6.52, 7.48], "de_lowest_ev": 0.3271, "spin_multiplicity": 3, "charge": 1, "species": ["Pd", "C", "Si", "C", "N", "C", "C", "C", "C", "C", "C", "C", "C", "C", "C", "C", "C", "C", "C", "C", "C", "C", "H", "H", "H", "H", "H", "H", "H", "H", "H", "H", "H", "H", "H", "H", "H", "H", "H", "H", "H", "H", "H", "H", "H", "H", "N", "C", "C", "N", "C", "C", "N", "C", "C", "N", "H", "H", "H", "H", "H", "H", "S", "C", "N", "C", "C", "C", "N", "H", "H", "H", "H"], "xyz": [[-0.7602, 0.6004, -1.0625], [1.3811, 0.5911, -1.4606], [1.9781, 0.1119, 0.2009], [0.8215, 0.9472, 1.4660], [-0.6321, 0.8381, 1.1907], [-1.1846, -0.4352, 1.7206], [-2.5601, -0.2561, 2.3417], [-2.4749, 0.7047, 3.5303], [-1.6417, 1.9570, 3.1774], [-1.3861, 2.0142, 1.6784], [3.6739, 0.7215, 0.7297], [3.9535, 2.0916, 0.7249], [5.1961, 2.5757, 1.1023], [6.1922, 1.6904, 1.4919], [5.9393, 0.3274, 1.4997], [4.6915, -0.1506, 1.1213], [1.9955, -1.7715, 0.3400], [2.4478, -2.5261, -0.7508], [2.6650, -3.8940, -0.6471], [2.4143, -4.5472, 0.5524], [1.9517, -3.8254, 1.6444], [1.7589, -2.4535, 1.5376], [1.5936, -0.0864, -2.2835], [1.6204, 1.6109, -1.7633], [1.0946, 2.0048, 1.3860], [1.0556, 0.6580, 2.4990], [-0.5052, -0.8354, 2.4797], [-1.2193, -1.1791, 0.9139], [-2.9284, -1.2303, 2.6668], [-3.2604, 0.1112, 1.5883], [-2.0164, 0.1812, 4.3715], [-3.4786, 0.9850, 3.8502], [-0.6873, 1.9488, 3.7076], [-2.1569, 2.8673, 3.4858], [-0.8214, 2.9015, 1.3942], [-2.3349, 2.0547, 1.1408], [3.1909, 2.7999, 0.4129], [5.3918, 3.6403, 1.0910], [7.1644, 2.0638, 1.7860], [6.7147, -0.3657, 1.7996], [4.5104, -1.2195, 1.1320], [2.6723, -2.0310, -1.6890], [3.0415, -4.4472, -1.4986], [2.5929, -5.6114, 0.6409], [1.7713, -4.3257, 2.5874], [1.4531, -1.9009, 2.4190], [-4.7247, 2.2508, -2.0626], [-5.3647, 1.0786, -1.7380], [-4.4331, 0.3112, -1.1068], [-3.2435, 0.9878, -1.0366], [-3.4485, 2.1448, -1.6224], [-2.3545, 3.0906, -1.7750], [-1.1124, 2.7317, -1.5257], [-0.3278, 3.8313, -1.7582], [-1.1130, 4.8694, -2.1520], [-2.4007, 4.3839, -2.1607], [-5.1293, 3.0044, -2.5909], [-6.3966, 0.9041, -1.9838], [-4.5484, -0.6822, -0.7089], [0.7405, 3.8036, -1.6349], [-0.8780, 5.8827, -2.4225], [-3.2219, 4.9228, -2.3753], [-1.3887, -0.5818, -3.2732], [-1.3328, -2.2281, -2.9547], [-0.6315, -2.7280, -1.8905], [-0.5790, -4.0419, -1.5832], [-1.2542, -4.9298, -2.3553], [-1.9530, -4.3838, -3.4525], [-1.9960, -3.1084, -3.7423], [-0.0654, -2.0867, -1.3452], [0.0242, -4.3095, -0.7277], [-1.2404, -5.9875, -2.1480], [-2.5058, -5.0365, -4.1204]], "atomic_forces_ev_per_a": [[-0.13, -0.11, -0.28], [-0.09, -0.01, 0.25], [0.12, -0.04, 0.15], [-0.03, -0.02, 0.03], [0.18, 0.16, -0.07], [-0.06, -0.06, -0.05], [0.01, 0.01, 0.00], [0.00, 0.00, 0.00], [-0.02, -0.03, -0.01], [-0.03, 0.00, 0.05], [0.03, -0.07, -0.06], [-0.01, -0.01, -0.01], [-0.01, 0.01, 0.00], [0.01, -0.01, 0.00], [0.00, -0.01, 0.00], [-0.02, 0.02, 0.02], [0.03, -0.01, -0.03], [0.04, 0.02, 0.05], [0.01, -0.03, -0.01], [0.01, -0.02, -0.01], [0.01, 0.03, 0.02], [-0.01, 0.00, 0.01], [0.03, 0.00, -0.04], [0.01, 0.00, -0.02], [0.00, 0.00, 0.00], [-0.02, 0.02, 0.01], [0.00, 0.02, 0.03], [0.05, -0.01, -0.01], [0.00, 0.00, -0.01], [0.01, 0.00, 0.01], [-0.01, 0.01, 0.01], [-0.01, 0.00, -0.01], [0.01, 0.00, -0.01], [0.01, 0.01, 0.01], [0.01, 0.00, 0.02], [0.01, 0.00, -0.01], [0.00, 0.01, 0.00], [0.00, 0.00, 0.00], [0.00, 0.00, 0.00], [0.00, 0.00, 0.00], [0.01, 0.00, 0.00], [0.00, 0.01, -0.03], [0.00, 0.00, 0.00], [0.00, 0.00, 0.00], [-0.01, 0.00, 0.00], [-0.02, -0.02, 0.00], [-0.01, 0.00, -0.01], [0.00, 0.00, 0.00], [-0.02, 0.04, -0.03], [-0.11, -0.11, 0.12], [0.12, 0.00, 0.01], [-0.04, -0.03, 0.00], [-0.07, 0.00, -0.13], [0.02, -0.01, 0.03], [0.01, -0.01, 0.01], [0.00, 0.04, 0.02], [0.00, 0.00, 0.00], [0.00, 0.00, -0.01], [0.00, 0.00, 0.01], [0.00, 0.00, -0.01], [-0.02, 0.01, 0.00], [0.00, 0.00, 0.00], [-0.01, 0.16, -0.02], [-0.16, -0.04, 0.02], [0.09, -0.04, 0.02], [-0.03, -0.07, 0.00], [-0.03, 0.04, -0.03], [0.00, -0.02, 0.02], [0.02, 0.02, -0.04], [0.04, 0.08, -0.01], [0.01, 0.05, 0.03], [-0.02, 0.00, 0.00], [0.02, -0.01, -0.01]], "lowdin_spin": [1.22, 0.24, 0.06, 0.01, 0.11, 0.02, 0.00, 0.00, 0.00, 0.00, 0.01, 0.00, 0.00, 0.00, 0.00, 0.00, 0.00, 0.00, 0.00, 0.00, 0.00, 0.00, 0.02, 0.02, 0.00, 0.00, 0.00, 0.01, 0.00, 0.00, 0.00, 0.00, 0.00, 0.00, 0.00, 0.00, 0.00, 0.00, 0.00, 0.00, 0.00, 0.00, 0.00, 0.00, 0.00, 0.00, 0.00, 0.00, 0.00, 0.02, 0.00, 0.00, 0.09, 0.01, 0.00, 0.00, 0.00, 0.00, 0.00, 0.00, 0.00, 0.00, 0.09, 0.02, 0.01, 0.00, 0.00, 0.00, 0.01, 0.01, 0.00, 0.00, 0.00]}